[1]
{
  "formula": "C5H10O",
  "method": "ωB97M-V/def2-TZVPD",
  "symbols": ["C", "C", "C", "C", "C", "O", "H", "H", "H", "H", "H", "H", "H", "H", "H", "H"],
  "coordinates": [[-0.8513, 0.0823, -1.7643], [0.2522, 0.1313, -0.7421], [1.3462, -0.6255, -0.8195], [0.0147, 1.0492, 0.4505], [-0.6406, 0.1668, 1.4918], [-1.9456, 0.2452, 1.2962], [-0.7104, -0.7473, -2.4643], [-1.8276, -0.0292, -1.2765], [-0.8857, 1.0169, -2.3397], [2.1247, -0.5805, -0.0616], [1.4999, -1.3142, -1.6474], [2.1701, -1.2850, 2.5479], [0.9690, 1.4086, 0.8470], [-0.6159, 1.9017, 0.1601], [1.4720, -1.0628, 2.3967], [-2.3717, -0.3574, 1.9252]],
  "forces_ev_per_a": [[-0.032, -0.019, -0.036], [0.120, -0.186, -0.051], [-0.092, 0.091, 0.024], [0.106, 0.024, 0.104], [-0.223, 0.229, -0.282], [0.150, -0.166, 0.194], [-0.008, 0.142, 0.114], [0.163, 0.005, -0.093], [-0.003, -0.122, 0.119], [-0.153, 0.008, -0.116], [-0.054, 0.121, 0.109], [-0.050, 0.012, 0.003], [-0.145, -0.078, -0.080], [0.055, -0.140, 0.062], [0.118, -0.040, 0.049], [0.048, 0.120, -0.119]],
  "relative_energy_kj_mol": 388.96,
  "lumo_ev": 0.82,
  "homo_ev": -8.61,
  "charge": 0
}



[2]
{
  "formula": "C33H19Br2ErN5O7",
  "method": "ωB97M-V/def2-TZVPD",
  "symbols": ["Er", "O", "C", "O", "C", "C", "C", "N", "C", "C", "C", "C", "C", "C", "C", "N", "C", "C", "C", "C", "C", "N", "H", "H", "H", "H", "H", "H", "H", "H", "H", "H", "C", "C", "C", "C", "C", "C", "Br", "C", "C", "Br", "C", "O", "C", "N", "H", "H", "H", "H", "H", "H", "O", "C", "O", "C", "C", "C", "N", "C", "C", "C", "O", "O", "H", "H", "H"],
  "coordinates": [[0.1349, -0.7461, -0.3891], [1.5861, -2.9911, 6.4339], [0.6151, -3.5013, 5.8459], [-0.2308, -4.3242, 6.2156], [0.4222, -2.9079, 4.3936], [1.2729, -1.9094, 3.9903], [1.0933, -1.3139, 2.7627], [0.1155, -1.6260, 1.9176], [-0.7615, -2.5919, 2.2971], [-0.5883, -3.2589, 3.4890], [-1.9154, -2.7357, 1.4248], [-3.0491, -3.3856, 1.8449], [-4.2039, -3.3814, 1.0623], [-4.1605, -2.7439, -0.1760], [-2.9441, -2.1778, -0.5676], [-1.8842, -2.1512, 0.2271], [1.9232, -0.1172, 2.3776], [3.1404, 0.1385, 2.9654], [3.8593, 1.2727, 2.5321], [3.2712, 2.1754, 1.6631], [1.9998, 1.8488, 1.1639], [1.3496, 0.7074, 1.4891], [2.0209, -1.5349, 4.6695], [-1.2378, -4.0523, 3.8172], [-3.0692, -3.9081, 2.7771], [-5.1164, -3.8512, 1.4187], [-5.0197, -2.7154, -0.8696], [-2.8873, -1.6265, -1.5248], [3.6540, -0.4838, 3.6560], [4.8580, 1.4676, 2.9014], [3.7613, 3.1202, 1.3467], [1.4511, 2.4887, 0.4755], [-1.8849, 2.1555, 0.9050], [-2.2895, 1.8601, -0.5403], [-3.1650, 2.7383, -1.2112], [-3.4570, 2.5329, -2.5462], [-2.9075, 1.4172, -3.2593], [-3.0807, 1.1182, -4.6494], [-4.0770, 2.3111, -5.7342], [-2.4843, 0.0006, -5.1956], [-1.8119, -0.8768, -4.3528], [-1.2024, -2.4583, -5.1954], [-1.4940, -0.5618, -3.0658], [-0.6910, -1.3021, -2.3463], [-2.0519, 0.6301, -2.5111], [-1.7123, 0.8602, -1.1962], [-2.2342, 1.3928, 1.5653], [-2.3606, 3.1269, 1.1852], [-0.8172, 2.2911, 0.9771], [-3.5899, 3.5716, -0.6446], [-4.1545, 3.1619, -3.0758], [-2.6875, -0.1676, -6.2471], [6.0105, 3.1221, -2.2272], [4.8339, 3.5303, -2.0762], [4.3737, 4.6808, -2.0370], [3.7700, 2.4222, -1.8532], [2.4908, 2.8414, -2.1155], [1.4505, 1.9561, -1.9174], [1.6295, 0.6905, -1.5530], [2.9278, 0.2473, -1.4310], [4.0125, 1.0877, -1.5612], [3.1551, -1.1227, -0.7845], [4.2822, -1.4890, -0.5639], [2.0199, -1.7434, -0.5069], [2.3398, 3.8693, -2.3281], [0.4215, 2.2133, -2.2109], [4.9752, 0.7088, -1.3262]],
  "forces_ev_per_a": [[-0.171, -0.251, 0.187], [-0.160, -0.195, -0.127], [0.062, 0.401, 0.006], [-0.169, -0.138, -0.337], [-0.038, -0.258, -0.122], [0.165, 0.338, 0.045], [0.388, 0.971, -0.524], [-0.571, -0.415, 0.084], [1.485, 0.799, 0.314], [-0.045, -0.422, 0.834], [-0.634, -0.403, -0.377], [-1.221, -0.513, -0.122], [0.349, 0.267, -0.349], [-0.015, -0.226, -0.344], [-1.067, 0.484, -0.282], [0.722, 0.597, -0.462], [-0.767, -0.743, 0.346], [1.201, 1.560, -1.077], [-0.594, -0.207, 0.263], [-0.607, 0.472, -0.585], [0.009, -0.477, 0.620], [0.610, 0.752, -0.605], [0.076, -0.210, 0.163], [-0.276, -0.124, -0.006], [0.051, -0.037, 0.461], [0.180, 0.018, -0.043], [0.561, 0.007, 0.588], [0.140, -0.674, 0.711], [-0.144, -0.756, 0.427], [-0.034, -0.097, 0.077], [-0.354, -0.881, 0.210], [0.414, 0.030, 0.167], [-0.917, 1.267, -1.266], [0.892, 0.084, -0.180], [-0.447, 0.010, -0.604], [0.013, -0.499, 0.207], [-0.447, 1.439, -0.090], [0.339, -0.056, 0.568], [0.002, -0.090, -0.017], [-1.664, 1.400, 0.274], [0.190, -0.404, -1.629], [0.169, -0.051, 0.369], [1.500, -0.881, 0.935], [-0.438, 0.250, -0.055], [0.529, -0.822, 0.760], [-0.450, 0.388, 0.414], [-0.080, -0.592, 0.555], [0.377, -0.821, -0.012], [0.360, -0.179, 0.130], [0.060, -0.284, -0.381], [0.005, 0.291, 0.031], [0.375, -0.374, 0.125], [-0.859, 0.131, 0.039], [1.460, -0.618, 0.539], [-0.075, 0.332, -0.084], [0.751, 0.622, -0.913], [-0.892, -0.876, 0.741], [-0.649, 0.015, -1.289], [1.385, -0.755, -0.032], [-0.695, 0.502, 1.007], [-0.906, 0.286, -0.023], [-1.113, 0.063, -0.518], [-0.125, -0.353, 0.179], [0.865, 0.246, 0.015], [-0.151, 0.699, -0.357], [0.317, 0.110, 0.532], [0.771, -0.149, -0.109]],
  "spin_multiplicity": 4,
  "relative_energy_kj_mol": 68.54,
  "lumo_ev": [0.71, 0.70],
  "s_squared": 3.752,
  "homo_ev": [-5.81, -5.81],
  "charge": -1
}



[3]
{
  "formula": "C5H11NO",
  "method": "ωB97M-V/def2-TZVPD",
  "symbols": ["N", "C", "C", "O", "H", "H", "H", "H", "H", "C", "C", "C", "H", "H", "H", "H", "H", "H"],
  "coordinates": [[-1.8198, -1.7772, 1.0926], [-0.7957, -2.0038, 0.0878], [-0.9272, -1.0212, -1.0677], [-0.2596, -1.1394, -2.0892], [-1.8004, -2.5479, 1.7798], [-1.5070, -0.9399, 1.6141], [-0.9022, -3.0340, -0.3269], [0.2762, -1.9405, 0.3710], [-1.6936, -0.2364, -0.9048], [-0.1556, 2.3090, 0.0644], [0.8408, 1.4696, 0.4065], [2.0626, 1.1424, -0.4197], [-1.0063, 2.5448, 0.8146], [-0.2943, 2.8135, -0.8700], [0.9138, 1.0936, 1.4318], [2.2933, 0.0757, -0.4313], [1.9028, 1.3977, -1.4835], [2.8722, 1.7941, -0.0695]],
  "forces_ev_per_a": [[0.912, 0.371, 1.129], [0.427, -0.793, -1.041], [0.760, -0.887, -1.216], [-1.120, 0.549, 1.593], [-0.092, 0.597, -0.526], [-0.602, -0.566, -0.153], [-0.022, 0.731, 0.114], [-0.422, 0.021, 0.373], [0.191, 0.043, -0.296], [-1.036, -0.607, 2.295], [-0.176, 0.851, -0.218], [-0.779, 0.631, -0.978], [1.623, -0.487, -1.178], [0.338, -0.076, -0.575], [-0.420, 0.039, -0.207], [0.279, 0.147, 0.412], [-0.046, 0.027, 0.434], [0.186, -0.591, 0.039]],
  "relative_energy_kj_mol": 226.54,
  "lumo_ev": 0.89,
  "smiles": "NCC=O.C=CC",
  "homo_ev": -9.62,
  "charge": 0
}